Here is an isolated molecule of C7H8O in a non-equilibrium geometry from the Open Molecules 2025 dataset. Energies are from the ωB97M-V functional and the def2-TZVPD basis.

Properties
**Relative energy (zero: lowest compared OMol25 entry of this formula, charge and spin)**: 96.6 kcal/mol
**Strongest force on any atom**: 12.4 eV Å⁻¹
**Frontier orbital gap**: 9.21 eV
**Multiplicity**: 1
**Structure (SMILES)**: COc1ccccc1
**Total charge**: 0

Each line ends with the Mulliken charge.
Geometry (Å):
C 0.261 -0.763 0.754  -0.38
H -2.502 -1.466 0.746  0.30
H 2.831 1.755 1.247  0.17
C 1.090 1.720 -0.241  -0.16
H 1.888 -0.448 2.072  0.50
O -1.458 -0.575 -0.969  -0.38
H -3.098 -1.847 -1.208  0.21
H -0.555 1.298 -1.891  0.13
H -1.448 -2.555 -0.594  0.45
C -2.065 -1.842 -0.430  -0.87
C 0.090 1.115 -0.824  -0.42
C 1.777 1.158 0.876  -0.46
H -0.158 -1.725 1.328  0.17
C -0.335 -0.129 -0.357  1.05
H 1.531 2.764 -0.435  0.24
C 1.378 -0.122 1.303  -0.56